# 1
Molecular formula: C6H19BN2O2
Method: DFT, the ωB97M-V functional and the def2-TZVPD basis

## Properties
LUMO level, eV: -6.49
Kohn-Sham gap, eV: 11.30
Highest occupied orbital energy, eV: -17.8
Total charge: +2
Structure (SMILES): CC[NH2+]CB(O)[C@H](O)[NH2+]CC

Structure (XYZ):
```
30
Properties=species:S:1:pos:R:3:mulliken_charge:R:1
C -4.67696 -1.06934 -0.10282 -1.20
C -3.29377 -0.89931 0.54599 -0.36
N -2.86105 0.57763 0.16763 -0.29
C -1.45993 1.03671 0.43757 -0.93
B -0.17949 -0.02477 -0.47299 0.59
O -0.02240 -0.99066 -1.35272 -0.45
C 1.35393 0.61738 0.11057 -0.38
O 1.23073 2.03600 0.22739 -0.54
N 2.64216 0.37884 -0.66856 -0.05
C 3.79261 -0.01635 0.20706 -0.21
C 3.85471 -1.51176 0.22896 -1.36
H -5.40181 -0.40763 0.24518 0.44
H -4.50148 -1.02440 -1.21123 0.36
H -4.88070 -2.07686 0.18382 0.37
H -2.54751 -1.48958 0.03724 0.28
H -3.27771 -0.97194 1.62395 0.39
H -3.66782 1.13125 0.44056 0.40
H -2.92039 0.76448 -0.88925 0.44
H -1.32804 0.95261 1.47523 0.41
H -1.46059 2.12708 0.10785 0.43
H -0.69642 -1.37817 -1.89766 0.34
H 1.43773 0.21864 1.09507 0.36
H 1.31720 2.31985 1.06306 0.32
H 2.53955 -0.53869 -1.18244 0.37
H 2.80675 1.10907 -1.38704 0.42
H 4.68163 0.36199 -0.21897 0.39
H 3.67191 0.21835 1.26520 0.25
H 2.88304 -1.96458 0.39592 0.38
H 4.21304 -2.11227 -0.59657 0.43
H 4.55163 -1.85678 0.95821 0.38
```

# 2
Molecular formula: C35H40GeN5O2OsS2SeSi
Method: DFT, the ωB97M-V functional and the def2-TZVPD basis

## Properties
LUMO level (alpha / beta), eV: -2.75 / -4.55
Kohn-Sham gap (alpha / beta), eV: 7.42 / 5.62
Multiplicity: 5
Highest occupied orbital energy (alpha / beta), eV: -10.2 / -10.2
Total charge: +1

Structure (XYZ):
```
88
Properties=species:S:1:pos:R:3:mulliken_charge:R:1
Os -18.62690 -6.50369 -10.12380 1.28
N -15.42375 -6.17695 -13.11382 -0.37
C -16.53315 -6.20815 -12.37784 0.53
S -16.37222 -6.14600 -10.61121 -0.41
N -17.66420 -6.32675 -12.96346 -1.27
N -18.76514 -6.17229 -12.14927 0.88
C -19.83173 -5.70966 -12.69115 -0.52
C -21.15836 -5.66204 -12.12802 0.59
C -22.17289 -5.01222 -12.85049 -0.50
C -23.49847 -4.96550 -12.42623 -1.04
C -23.77785 -5.65943 -11.23266 -0.48
C -22.83074 -6.23297 -10.50081 -0.64
C -21.47116 -6.26734 -10.92554 0.78
O -20.57925 -6.81249 -10.08916 -0.84
H -14.54853 -6.38365 -12.66825 0.20
H -15.49174 -6.32976 -14.10657 0.25
H -19.69620 -5.36182 -13.72020 0.45
H -21.84809 -4.47723 -13.74008 0.43
H -24.24302 -4.44323 -13.01743 0.44
H -24.78282 -5.67491 -10.79636 0.43
H -23.06996 -6.55894 -9.49251 0.40
O -18.61813 -6.46734 -8.29926 0.01
Si -19.22962 -5.11017 -7.36492 0.14
C -20.90601 -5.50431 -6.74179 0.57
C -21.67966 -4.49416 -6.13841 -0.36
C -22.95076 -4.81473 -5.68659 -0.70
C -23.39308 -6.11613 -5.68022 -0.59
C -22.63179 -7.10101 -6.25340 -0.50
C -21.39600 -6.82136 -6.79541 -0.23
C -18.12262 -4.64468 -6.00048 0.76
C -17.76640 -5.63128 -5.05678 -0.65
C -16.86189 -5.43492 -4.00915 -0.66
C -16.41185 -4.14206 -3.76058 -0.53
C -16.72670 -3.13169 -4.66596 -0.66
C -17.64242 -3.36153 -5.70552 -0.02
C -19.27220 -3.84354 -8.69922 0.24
C -18.07087 -3.25272 -9.10544 0.18
C -18.05351 -2.29067 -10.13509 -0.79
C -19.20676 -1.97576 -10.80721 -0.78
C -20.38458 -2.58120 -10.43508 -0.61
C -20.44205 -3.50181 -9.37325 -0.28
H -21.30358 -3.48271 -6.05728 0.45
H -23.61059 -4.01672 -5.38861 0.41
H -24.38787 -6.38922 -5.31946 0.36
H -23.08167 -8.06052 -6.29974 0.49
H -20.78620 -7.62880 -7.22141 -0.01
H -18.16200 -6.62464 -5.15932 0.29
H -16.59673 -6.25516 -3.39122 0.52
H -15.69761 -3.90845 -2.96522 0.36
H -16.37828 -2.10804 -4.39926 0.34
H -17.89995 -2.53006 -6.35061 0.40
H -17.16200 -3.49985 -8.56229 0.16
H -17.09670 -1.83030 -10.41186 0.44
H -19.19034 -1.24464 -11.55640 0.52
H -21.27696 -2.31146 -11.00060 0.42
H -21.41990 -3.92476 -9.13051 0.46
C -19.35403 -12.89995 -9.71344 -1.12
Ge -20.63126 -11.69869 -10.47789 0.56
C -20.42913 -11.62166 -12.46360 -1.28
C -22.47910 -12.02872 -10.08102 -1.17
C -20.17689 -9.89375 -9.82626 -0.45
Se -18.29025 -9.34291 -10.27120 -0.04
C -17.54841 -9.26977 -8.46373 -0.56
H -19.17192 -13.76542 -10.31882 0.43
H -19.55708 -13.23703 -8.66954 0.31
H -18.39405 -12.39077 -9.70786 0.35
H -20.71328 -12.54101 -12.94259 0.41
H -19.42268 -11.41339 -12.77600 0.41
H -21.10953 -10.85082 -12.78726 0.35
H -22.97791 -12.82576 -10.59387 0.40
H -23.04508 -11.12754 -10.41465 0.33
H -22.65975 -12.12815 -9.03787 0.39
H -20.31660 -9.95766 -8.74648 0.41
H -20.81048 -9.10935 -10.22894 -0.18
H -17.36965 -10.25407 -8.02139 0.49
H -18.13657 -8.61000 -7.85135 -0.10
H -16.50975 -8.88744 -8.57770 0.24
S -14.81364 -4.48373 -7.46084 -0.36
C -14.18577 -5.92967 -7.05290 0.07
N -13.42766 -6.56682 -8.02481 0.00
C -12.75424 -7.68714 -7.70420 -0.01
C -12.84052 -8.27435 -6.48171 -0.85
C -13.71089 -7.65049 -5.57841 0.12
N -14.31431 -6.52196 -5.83735 -0.29
H -13.44531 -6.09307 -8.92047 0.22
H -12.20085 -8.10038 -8.53198 0.42
H -12.35563 -9.22903 -6.35519 0.38
H -13.96619 -8.08483 -4.57638 0.40
```

# 3
Molecular formula: C7H13O
Method: DFT, the ωB97M-V functional and the def2-TZVPD basis

## Properties
LUMO level, eV: 3.39
Kohn-Sham gap, eV: 5.53
Highest occupied orbital energy, eV: -2.1
Total charge: -1
Structure (SMILES): C=C(C)CCCC[O-]

Structure (XYZ):
```
21
Properties=species:S:1:pos:R:3:mulliken_charge:R:1
C 0.91308 -1.33114 2.22796 -0.89
C 0.47019 -1.58914 1.00059 0.86
C 1.32955 -2.53777 0.15926 -1.54
C -0.74958 -1.13348 0.27065 -0.83
C -0.45414 -0.22302 -0.92664 -0.53
C 0.10582 1.12929 -0.57204 -0.64
C -0.91356 2.40241 -0.52919 -0.29
O -0.71832 3.32097 -1.46890 -0.88
H 1.80823 -1.81224 2.59368 0.30
H 0.49508 -0.50213 2.79607 0.29
H 2.16958 -2.05130 -0.32270 0.24
H 0.72298 -3.07404 -0.56287 0.37
H 1.67274 -3.36238 0.80709 0.49
H -1.26250 -2.05639 0.00306 0.33
H -1.43639 -0.52314 0.87953 0.28
H -1.41868 -0.06913 -1.44510 0.34
H 0.29101 -0.69110 -1.59300 0.33
H 0.88591 1.44740 -1.24853 0.26
H 0.60438 1.11185 0.41591 0.28
H -0.84768 2.83898 0.50481 0.12
H -1.84965 1.80949 -0.66255 0.10
```

# 4
Molecular formula: C2H4S3
Method: DFT, the ωB97M-V functional and the def2-TZVPD basis

## Properties
LUMO level, eV: -0.45
Kohn-Sham gap, eV: 8.60
Highest occupied orbital energy, eV: -9.1
Structure (SMILES): CSC(=S)S

Structure (XYZ):
```
9
Properties=species:S:1:pos:R:3:mulliken_charge:R:1
C -1.06618 1.25182 -0.10035 -1.08
S -1.25571 -0.42670 -0.70731 -0.11
C 0.61567 -0.91577 0.12403 0.22
S 1.67624 0.21178 0.61852 -0.23
S 0.88390 -2.56507 -0.18364 -0.12
H -0.34284 1.72129 -0.73367 0.38
H -0.69828 1.43028 0.82271 0.42
H -1.95734 1.74526 -0.15198 0.36
H 2.14455 -2.45289 0.31170 0.16
```

# 5
Molecular formula: C3H6Cl2OS
Method: DFT, the ωB97M-V functional and the def2-TZVPD basis

## Properties
LUMO level (alpha / beta), eV: -0.73 / -0.20
Kohn-Sham gap (alpha / beta), eV: 7.43 / 8.48
Highest occupied orbital energy (alpha / beta), eV: -8.2 / -8.7

Structure (XYZ):
```
13
Properties=species:S:1:pos:R:3:mulliken_charge:R:1
C -1.29082 -1.84932 -0.07647 -1.26
C -1.04879 -0.41791 0.34527 -0.29
C 1.74249 2.37499 -0.04209 -0.16
O 1.49585 -0.65482 -0.58226 -0.45
S 0.83534 -0.31147 0.74873 0.25
Cl 2.50384 1.41769 -1.14953 0.00
Cl 0.37776 3.39933 -0.48905 -0.12
H -2.28277 -2.09041 -0.36578 0.35
H -0.57001 -2.01221 -0.76684 0.41
H -1.13075 -2.65038 0.61458 0.33
H -1.69458 -0.11030 1.22213 0.34
H -1.22009 0.30004 -0.41337 0.27
H 2.28254 2.60478 0.95469 0.33
```

# 6
Molecular formula: C4H7FOS
Method: DFT, the ωB97M-V functional and the def2-TZVPD basis

## Properties
LUMO level, eV: 0.81
Kohn-Sham gap, eV: 10.24
Highest occupied orbital energy, eV: -9.4
Structure (SMILES): C=C(F)COCS

Structure (XYZ):
```
14
Properties=species:S:1:pos:R:3:mulliken_charge:R:1
C -0.85916 -1.72339 0.27560 -0.88
C -0.79697 -1.25427 -0.95596 0.76
F -1.06771 -2.07424 -1.99315 -0.26
C -0.44664 0.14980 -1.38846 -0.59
O 0.90086 0.51125 -1.15899 -0.28
C 1.20646 1.16849 0.02523 -0.53
S 2.28890 0.22766 1.18167 -0.14
H -1.09901 -2.75255 0.47299 0.28
H -0.66876 -1.09207 1.12299 0.28
H -0.58437 0.22516 -2.47223 0.26
H -1.11923 0.86484 -0.89589 0.37
H 1.81226 2.04729 -0.21245 0.30
H 0.31222 1.46593 0.57815 0.36
H 1.35004 -0.54866 1.71955 0.07
```

Let's list energy relative to the best compared isomer or geometry (same formula, charge and spin) in order: 0.490; 0.163; 0.708; 1.256; 2.409; 0.975 eV.
Let's list E in order: -14264.8608; -202361.6755; -9515.7075; -34642.9696; -41132.1023; -19860.1592 eV.